(1)
Computed, not measured: a cluster of 2 separate species, C19H22NS2 in total, with the ωB97M-V functional and the def2-TZVPD basis.

Properties
- E_LUMO: -4.95 eV
- E_HOMO: -0.423 Eh
- Relative energy (zero: lowest compared OMol25 entry of this formula, charge and spin): 1.7861 eV
- Kohn-Sham gap: 6.564 eV
- Net charge: +1

CARTESIAN COORDINATES (ANGSTROEM)
1 C -3.60042 -0.10403 2.08756
2 C -2.79851 -1.24491 2.21758
3 C -1.43646 -1.11462 2.50685
4 C -0.87873 0.15659 2.70424
5 C 0.57167 0.31063 3.00048
6 S 1.38873 1.45846 1.92963
7 C 2.95593 0.59469 1.77199
8 C 2.98586 -0.74706 2.47875
9 S 1.43226 -1.17524 3.27150
10 C -1.66476 1.30187 2.47915
11 C -3.02636 1.16741 2.20266
12 H -4.66599 -0.20796 1.88547
13 H -3.22104 -2.23841 2.08925
14 H -0.79855 -1.99895 2.52404
15 H 3.12692 0.45816 0.69700
16 H 3.73452 1.25206 2.17082
17 H 3.17712 -1.55912 1.76709
18 H 3.74798 -0.76563 3.26708
19 H -1.19256 2.28557 2.51439
20 H -3.62940 2.06728 2.07103
21 C 0.59396 -3.71734 5.85492
22 C -0.67766 -3.25221 5.50716
23 C -0.95049 -1.88753 5.51139
24 C 0.09316 -0.98374 5.75844
25 C -0.15443 0.51512 5.69027
26 C -0.29019 1.12042 7.11783
27 C 0.50774 2.43942 7.09865
28 C 1.26708 2.46341 5.77098
29 N 0.84924 1.27743 5.05999
30 C 1.34799 -1.44275 6.19784
31 C 1.59561 -2.81545 6.23214
32 H 0.80450 -4.78807 5.84874
33 H -1.46820 -3.95286 5.22731
34 H -1.94921 -1.49620 5.30156
35 H -1.09737 0.68136 5.15547
36 H -1.34742 1.28544 7.35115
37 H 0.13558 0.44008 7.86615
38 H -0.16636 3.29756 7.14669
39 H 1.21098 2.48490 7.93606
40 H 1.02576 3.36402 5.17424
41 H 2.36302 2.46290 5.92001
42 H 1.42293 1.07694 4.23028
43 H 2.10563 -0.71502 6.48316
44 H 2.57991 -3.16580 6.53541

Atom charges from the Mulliken analysis, given in e for atoms 1 to 8: number 1, C, carries -0.4852; number 2, C, carries -0.8414; number 3, C, carries -0.1648; number 4, C, carries 0.0926; number 5, C, carries 0.4126; number 6, S, carries 0.0366; number 7, C, carries -0.4942; number 8, C, carries -0.6884



(2)
Computed, not measured: a structure of composition C19H23AsCoN2O3, with the ωB97M-V functional and the def2-TZVPD basis.

Properties
- E_LUMO (spin up / spin down): 0.47 / 0.46 eV
- 2S+1: 4
- E_HOMO (spin up / spin down): -0.263 / -0.266 Eh
- Kohn-Sham gap (spin up / spin down): 7.637 / 7.699 eV

CARTESIAN COORDINATES (ANGSTROEM)
1 Co 0.15729 -0.48698 0.97143
2 O -0.70923 -0.23622 -0.85419
3 C -0.06448 0.03651 -1.93520
4 C -0.73061 0.71358 -2.99969
5 C -0.08251 1.08142 -4.15211
6 C 1.27518 0.77899 -4.36016
7 C 1.93300 0.07755 -3.37952
8 C 1.30915 -0.29602 -2.17687
9 C 2.06827 -1.13494 -1.26685
10 N 1.65439 -1.48140 -0.11978
11 C 2.37599 -2.41957 0.71916
12 C 1.33196 -3.29185 1.44229
13 N 0.14849 -2.47587 1.71642
14 C -0.99906 -3.02974 1.79289
15 C -2.26994 -2.35178 1.98868
16 C -3.42292 -3.15719 1.97682
17 C -4.68162 -2.62465 2.10545
18 C -4.80107 -1.23314 2.24739
19 C -3.69744 -0.41708 2.26289
20 C -2.38839 -0.93845 2.13102
21 O -1.36505 -0.14054 2.16636
22 H -1.78010 0.93652 -2.84820
23 H -0.63399 1.60713 -4.92399
24 H 1.77545 1.06038 -5.27678
25 H 2.97019 -0.21202 -3.52861
26 H 3.03313 -1.50845 -1.63659
27 H 2.95093 -1.85478 1.45797
28 H 3.06907 -3.04318 0.14873
29 H 1.75682 -3.64973 2.38152
30 H 1.07331 -4.16421 0.83532
31 H -1.06329 -4.12048 1.69264
32 H -3.29932 -4.23103 1.86346
33 H -5.55823 -3.25857 2.09249
34 H -5.78707 -0.79120 2.34274
35 H -3.79217 0.65586 2.37300
36 C 1.71151 3.96802 1.76599
37 As 1.29360 2.73268 0.37387
38 C -0.40235 3.23721 -0.32690
39 C 2.59065 2.96440 -1.00446
40 O 1.33852 1.18881 0.97278
41 H 1.78360 4.98070 1.37265
42 H 2.65835 3.66598 2.20748
43 H 0.92867 3.91213 2.51903
44 H -0.38846 4.29540 -0.58608
45 H -1.15531 3.03575 0.43316
46 H -0.61062 2.63117 -1.20672
47 H 2.72211 4.02302 -1.22465
48 H 2.24791 2.43349 -1.89216
49 H 3.52572 2.53236 -0.65411

Atom charges from the Mulliken analysis, given in e for atoms 1 to 8: number 1, Co, carries 0.5882; number 2, O, carries -0.7085; number 3, C, carries 0.2229; number 4, C, carries -0.3504; number 5, C, carries -0.3779; number 6, C, carries -0.7456; number 7, C, carries -0.5331; number 8, C, carries 0.5767



In eV, the DFT total energy values for the records above are, in order, -43212.0804 -127665.2967.
In eV Å⁻¹, the max |F| values for the records above are, in order, 4.5 0.6.